Here is a 13-piece molecular cluster, C49H88O24 overall at a distorted geometry from the Open Molecules 2025 dataset. Energies are from ωB97M-V/def2-TZVPD.

Properties
Strongest force on any atom ... 1.8 eV/Å
Gap between HOMO and LUMO ... 9.556 eV
LUMO level ... 0.2 eV

Geometry (Å):
C  1.911  -0.835  -7.380
O  1.379  -1.115  -6.109
C  1.334  -0.182  -5.149
O  0.790  -0.370  -4.105
O  1.999  0.894  -5.534
C  2.094  1.964  -4.596
H  1.306  -0.183  -8.019
H  2.028  -1.756  -7.944
H  2.873  -0.328  -7.286
H  1.133  2.458  -4.434
H  2.726  2.753  -4.993
H  2.472  1.578  -3.653
C  -3.319  -3.751  1.801
O  -3.693  -4.426  0.608
C  -4.553  -5.444  0.698
O  -4.799  -6.034  1.717
O  -5.050  -5.656  -0.518
C  -6.115  -6.595  -0.609
H  -4.173  -3.333  2.327
H  -2.704  -2.921  1.471
H  -2.716  -4.368  2.468
H  -7.082  -6.169  -0.344
H  -5.909  -7.494  -0.034
H  -6.171  -6.858  -1.664
C  -4.786  2.198  3.774
O  -4.319  1.160  2.926
C  -5.081  0.072  2.863
O  -6.119  -0.085  3.426
O  -4.548  -0.870  2.082
C  -3.447  -0.520  1.265
H  -3.971  2.927  3.745
H  -4.956  1.890  4.801
H  -5.644  2.747  3.383
H  -3.282  -1.171  0.412
H  -2.540  -0.498  1.874
H  -3.519  0.488  0.847
C  -3.511  5.654  0.604
C  -3.711  4.318  -0.071
C  -2.416  3.592  0.296
O  -2.167  3.990  1.641
C  -2.692  5.308  1.852
H  -4.428  6.145  0.929
H  -2.900  6.335  0.009
H  -3.860  4.437  -1.145
H  -4.535  3.746  0.359
H  -1.584  3.881  -0.359
H  -2.513  2.507  0.250
H  -1.888  6.009  2.086
H  -3.317  5.263  2.750
C  5.320  -0.058  -3.331
C  4.536  -1.314  -3.593
C  4.314  -1.946  -2.224
O  4.421  -0.903  -1.277
C  4.937  0.295  -1.867
H  5.073  0.790  -3.969
H  6.398  -0.222  -3.356
H  4.948  -2.042  -4.291
H  3.521  -1.090  -3.944
H  5.081  -2.726  -2.128
H  3.345  -2.434  -2.118
H  5.803  0.717  -1.357
H  4.126  1.023  -1.818
C  0.049  1.845  2.606
C  1.169  1.033  3.242
C  0.954  1.135  4.765
O  0.095  2.267  4.946
C  -0.787  2.206  3.842
H  -0.583  1.239  1.952
H  0.468  2.642  1.990
H  2.147  1.496  3.089
H  1.207  -0.009  2.921
H  1.867  1.237  5.342
H  0.391  0.248  5.083
H  -1.435  3.075  3.729
H  -1.569  1.455  4.038
C  3.661  -4.491  0.272
C  2.308  -4.679  0.954
C  2.674  -4.414  2.412
O  3.941  -5.071  2.552
C  4.618  -5.090  1.295
H  3.805  -3.428  0.071
H  3.663  -5.023  -0.680
H  1.917  -5.690  0.856
H  1.566  -3.940  0.636
H  1.961  -4.897  3.081
H  2.814  -3.360  2.674
H  4.747  -6.149  1.047
H  5.600  -4.617  1.297
C  4.350  1.800  1.430
C  3.898  3.240  1.757
C  4.509  3.554  3.121
O  4.691  2.313  3.754
C  4.924  1.309  2.778
H  5.099  1.831  0.641
H  3.516  1.192  1.085
H  2.804  3.233  1.749
H  4.193  3.883  0.925
H  3.861  4.244  3.663
H  5.460  4.090  2.991
H  4.516  0.342  3.058
H  6.013  1.276  2.652
O  -3.015  -1.070  4.923
C  -2.055  -1.752  4.702
O  -1.189  -1.475  3.714
C  -0.196  -2.488  3.625
C  -0.165  -3.139  5.033
C  -1.616  -2.985  5.458
H  0.806  -2.108  3.433
H  -0.422  -3.206  2.836
H  0.547  -2.585  5.647
H  0.175  -4.174  5.079
H  -1.763  -2.772  6.515
H  -2.235  -3.832  5.161
O  -0.429  -2.083  0.584
C  -0.033  -1.103  0.006
O  -0.850  -0.099  -0.275
C  -0.195  0.967  -0.984
C  1.280  0.783  -0.605
C  1.363  -0.751  -0.453
H  -0.608  1.879  -0.563
H  -0.380  0.905  -2.054
H  1.519  1.289  0.329
H  1.939  1.192  -1.370
H  2.083  -1.074  0.297
H  1.548  -1.290  -1.383
O  4.145  3.504  -2.585
C  3.306  4.327  -2.361
O  1.982  4.001  -2.317
C  1.254  5.056  -1.673
C  2.298  5.886  -0.979
C  3.529  5.748  -1.848
H  0.536  4.712  -0.924
H  0.613  5.619  -2.357
H  2.462  5.529  0.039
H  1.957  6.924  -0.933
H  4.491  5.773  -1.348
H  3.502  6.448  -2.684
O  -3.023  -6.862  -3.201
C  -2.521  -5.973  -2.573
O  -1.596  -6.204  -1.614
C  -1.097  -4.971  -1.073
C  -1.471  -3.911  -2.129
C  -2.783  -4.497  -2.693
H  -0.009  -5.018  -1.041
H  -1.427  -4.742  -0.066
H  -0.718  -3.900  -2.915
H  -1.653  -2.930  -1.698
H  -2.952  -4.266  -3.742
H  -3.639  -4.184  -2.100
O  -1.148  3.286  -3.206
C  -2.296  3.065  -3.468
O  -3.086  3.997  -4.052
C  -4.429  3.530  -4.195
C  -4.560  2.280  -3.322
C  -3.113  1.856  -3.096
H  -4.608  3.297  -5.244
H  -5.129  4.279  -3.832
H  -5.052  1.500  -3.906
H  -5.171  2.463  -2.442
H  -2.747  1.004  -3.673
H  -2.890  1.580  -2.064

Mulliken atomic charge list, values in e, 99 entries: number 1, C, carries -0.71; number 2, O, carries -0.34; number 3, C, carries 0.61; number 4, O, carries -0.22; number 5, O, carries -0.47; number 6, C, carries -0.09; number 7, H, carries 0.28; number 8, H, carries 0.28; number 9, H, carries 0.27; number 10, H, carries 0.21; number 11, H, carries 0.23; number 12, H, carries -0.05; number 13, C, carries -0.44; number 14, O, carries -0.05; number 15, C, carries 0.54; number 16, O, carries -0.58; number 17, O, carries -0.28; number 18, C, carries -0.82; number 19, H, carries 0.73; number 20, H, carries -0.54; number 21, H, carries 0.45; number 22, H, carries 0.29; number 23, H, carries 0.36; number 24, H, carries 0.26; number 25, C, carries -0.74; number 26, O, carries 0.08; number 27, C, carries 0.55; number 28, O, carries -0.63; number 29, O, carries -0.37; number 30, C, carries -0.41; number 31, H, carries 0.08; number 32, H, carries 0.33; number 33, H, carries 0.33; number 34, H, carries 0.12; number 35, H, carries 0.22; number 36, H, carries 0.38; number 37, C, carries -0.87; number 38, C, carries -0.13; number 39, C, carries 1.62; number 40, O, carries -0.12; number 41, C, carries -0.66; number 42, H, carries 0.38; number 43, H, carries 0.33; number 44, H, carries 0.14; number 45, H, carries 0.32; number 46, H, carries -0.80; number 47, H, carries -1.01; number 48, H, carries 0.31; number 49, H, carries 0.30; number 50, C, carries -0.83; number 51, C, carries 0.21; number 52, C, carries -0.46; number 53, O, carries -0.39; number 54, C, carries 0.56; number 55, H, carries 0.31; number 56, H, carries 0.35; number 57, H, carries 0.52; number 58, H, carries -0.60; number 59, H, carries 0.33; number 60, H, carries 0.26; number 61, H, carries 0.32; number 62, H, carries -0.46; number 63, C, carries 1.51; number 64, C, carries 1.56; number 65, C, carries -0.13; number 66, O, carries -0.57; number 67, C, carries -0.02; number 68, H, carries -1.25; number 69, H, carries 0.13; number 70, H, carries -1.15; number 71, H, carries -0.60; number 72, H, carries 0.40; number 73, H, carries -0.12; number 74, H, carries 0.16; number 75, H, carries -0.23; number 76, C, carries -0.08; number 77, C, carries 0.51; number 78, C, carries -0.04; number 79, O, carries -0.50; number 80, C, carries -0.77; number 81, H, carries -0.21; number 82, H, carries 0.50; number 83, H, carries 0.33; number 84, H, carries -0.59; number 85, H, carries 0.20; number 86, H, carries 0.02; number 87, H, carries 0.29; number 88, H, carries 0.35; number 89, C, carries 1.16; number 90, C, carries 0.72; number 91, C, carries -0.95; number 92, O, carries -0.46; number 93, C, carries -0.80; number 94, H, carries 0.12; number 95, H, carries -0.90; number 96, H, carries -0.50; number 97, H, carries 0.20; number 98, H, carries 0.43; number 99, H, carries 0.36